No. 1
This record from the OMol25 dataset describes a structure of composition C19H33AlBr7CaCl4FKO12V. The level of theory is wB97M-V/def2-TZVPD.

Last column: Löwdin charge in e.
Element x y z (Å)
C 0.077966 1.503355 2.632696  -0.058
C 0.807237 0.606487 1.580597  -0.221
C 2.063646 -0.025234 1.987778  -0.029
C 2.762451 -0.896238 1.034933  -0.097
C 2.197108 -1.143427 -0.297399  -0.090
C 0.954226 -0.472478 -0.671365  -0.109
C 0.236122 0.427348 0.255878  -0.253
C -1.072232 1.106285 -0.254456  -0.174
Al -2.756652 0.083367 0.373109  0.530
C -3.742903 1.046231 1.865235  -0.216
C -3.318040 2.535765 2.102168  -0.319
O -3.604345 2.847579 3.498294  -0.160
C -2.079298 -1.780953 0.935239  -0.348
C -3.269573 -2.860311 1.175551  -0.833
C -4.716526 -2.298483 1.017262  -0.199
Br -3.022930 -4.286230 -0.234199  0.681
H 0.482420 1.332146 3.667139  0.085
H -0.993707 1.177117 2.654705  0.058
H 0.169328 2.584928 2.371944  0.085
H 2.461956 0.163425 3.006892  0.103
H 3.724269 -1.362223 1.375918  -0.057
H 2.748893 -1.832508 -0.973978  0.105
H 0.500073 -0.652864 -1.676358  0.092
H -1.015444 1.069948 -1.375826  0.039
H -1.047776 2.162327 0.113511  0.058
H -3.730187 -0.024137 -1.044295  0.123
H -3.632277 0.494280 2.836298  0.070
H -4.840556 1.070113 1.599784  0.065
H -3.909638 3.277328 1.496415  0.120
H -2.229414 2.744356 1.961836  0.067
H -2.884949 3.407156 3.851981  -0.073
H -1.396260 -2.119943 0.055236  0.033
H -1.397609 -1.587370 1.839294  0.015
H -3.085481 -3.359519 2.206017  -0.099
H -5.420572 -3.108824 1.365081  0.080
H -4.924486 -1.414023 1.666927  0.055
H -4.974054 -2.092238 -0.049811  0.077
C 2.431113 1.319588 -5.439351  -0.059
C 2.378955 0.141404 -4.466060  -0.598
C 2.938796 -1.122469 -5.089210  -0.006
O 1.031599 -0.074584 -4.064031  -0.096
H 1.830295 1.112858 -6.325965  0.120
H 2.009098 2.229784 -4.977379  0.043
H 3.458124 1.529106 -5.752038  0.114
H 2.952157 0.380927 -3.562526  0.016
H 2.353709 -1.408045 -5.965443  0.085
H 2.882293 -1.951865 -4.383213  0.106
H 3.980371 -0.988376 -5.390002  0.099
H 0.507404 -0.300486 -4.880040  0.045
Ca 2.518479 1.927497 -2.868614  1.664
C -1.978690 4.649349 6.469237  -0.987
Cl -1.676156 4.829181 4.733864  0.602
Cl -0.703255 5.408805 7.423866  0.523
H -2.927690 5.119377 6.710098  0.035
H -2.017839 3.590978 6.710613  0.035
O -1.613331 -2.211977 -5.705849  -0.368
Cl -0.936157 -1.583008 -6.817397  0.697
O 0.320577 -0.983640 -6.344398  -0.408
O -1.768881 -0.558387 -7.398183  -0.355
O -0.638963 -2.567268 -7.817806  -0.320
F 0.357267 -2.772794 -0.206324  -0.570
C -4.369794 -4.833763 4.976287  -1.581
Br -4.081689 -6.010786 3.460081  0.623
Br -4.369226 -2.965872 4.454901  0.675
Br -5.966898 -5.301638 5.954223  0.610
H -3.531827 -4.975009 5.650088  -0.025
O -1.920189 0.077546 -5.193551  -0.459
V -3.025628 0.097012 -3.916851  1.014
O -4.147855 0.143740 -2.550914  -0.495
O 7.166533 1.683690 -1.280570  -0.435
Cl 6.932784 3.099384 -1.424286  0.600
O 7.360808 3.792010 -0.239327  -0.368
O 5.500624 3.323704 -1.613143  -0.460
O 7.640174 3.598817 -2.572835  -0.352
K -1.139143 -3.567500 2.545978  0.777
C 6.791210 -0.407181 2.754247  -1.598
Br 8.680512 -0.805931 2.852418  0.576
Br 6.439270 1.120780 1.633965  0.667
Br 5.762368 -1.956712 2.208491  0.644
H 6.467931 -0.150801 3.756938  -0.032

Cartesian forces (eV/Å) of the 3 atoms listed first:
0.120 -0.937 -0.344
0.682 -0.294 0.296
-1.053 -0.695 -2.840

- Multiplicity: 1
- Net charge: 0
- Lowest unoccupied orbital energy: -3.921 eV
- HOMO-LUMO gap: 0.154 hartree

No. 2
This record from the OMol25 dataset describes a cluster of 2 separate species, C5H11NO in total. The level of theory is wB97M-V/def2-TZVPD.

Last column: Löwdin charge in e.
Element x y z (Å)
C 0.941456 -0.807454 -2.439100  -0.024
C 0.308708 -0.819858 -1.234854  -0.191
C 0.722096 0.171996 -0.151823  -0.120
C 0.127111 0.047662 1.091477  -0.195
N 0.295294 0.854585 2.195689  -0.136
C 1.305723 1.931075 2.151195  -0.108
H 1.115559 -1.547733 -3.145254  0.008
H 1.610513 0.094890 -2.652108  0.068
H -0.632660 -1.325620 -0.878080  0.079
H 1.537916 0.784141 -0.462485  0.072
H -0.454711 -0.887598 1.157255  0.113
H 0.407751 0.232463 3.071012  0.153
H 2.278859 1.406568 2.153370  0.088
H 1.131492 2.577966 3.048219  0.086
H 0.989382 2.477033 1.238783  0.087
O -2.957921 -1.338623 -1.541971  -0.035
H -3.733290 -1.807128 -1.312123  0.014
H -3.085064 -0.418639 -1.754016  0.039

Cartesian forces (eV/Å) of the 3 atoms listed first:
0.765 2.487 2.139
-0.067 1.481 0.854
-1.835 -1.674 0.020

- Multiplicity: 1
- Net charge: 0
- Lowest unoccupied orbital energy: 0.893 eV
- Energy relative to the best compared isomer or geometry (same formula, charge and spin): 3.286 eV
- HOMO-LUMO gap: 0.303 hartree
- SMILES: C=C/C=C/NC.O

No. 3
This record from the OMol25 dataset describes a structure of composition C22H41CsN5O2SSbSe2. The level of theory is wB97M-V/def2-TZVPD.

Last column: Löwdin charge in e.
Element x y z (Å)
Cs 0.366082 -0.562978 0.165037  0.660
O 3.123021 -0.586742 5.571909  -0.131
C 3.493552 -0.959552 4.240456  -0.252
C 3.253105 0.156077 3.210677  -0.593
C 4.309465 1.247126 3.404785  -0.241
O 4.323018 1.813549 4.715411  -0.083
C 3.425615 -0.491956 1.826795  -0.651
Se 3.427313 0.709305 0.253942  0.236
C 1.853735 0.776953 3.360800  -0.579
Se 0.392286 -0.469737 3.861027  0.498
H 2.146691 -0.567438 5.552828  -0.011
H 2.938075 -1.852550 3.943681  0.095
H 4.558766 -1.204341 4.271563  0.126
H 4.143976 2.056776 2.692710  0.072
H 5.293572 0.811691 3.177564  0.121
H 3.977508 1.134650 5.316497  0.053
H 2.630567 -1.244405 1.742975  -0.006
H 4.364941 -1.049951 1.802006  0.047
H 1.618434 1.264863 2.410791  -0.014
H 1.873748 1.554232 4.123972  0.052
N -2.298178 -1.567956 1.881535  0.038
C -2.918891 -0.387773 1.725385  -1.052
N -2.575814 0.574160 2.595999  0.077
S -4.042684 -0.127917 0.492289  0.484
H -1.504469 -1.638619 2.513179  -0.017
H -2.433736 -2.282835 1.186590  0.056
H -1.732805 0.451542 3.173977  -0.047
H -2.971371 1.484302 2.454410  0.056
C 0.036822 4.098650 2.985695  -0.135
C 0.839698 4.628431 1.792567  -0.696
C 2.288362 4.148306 1.934467  -0.142
C 0.836209 6.154932 1.838165  -0.117
Sb -0.030411 3.592867 0.041381  1.581
C 1.022357 4.385697 -1.727399  -0.720
C 2.508747 4.064598 -1.565735  -0.135
C 0.837912 5.876802 -1.987009  -0.119
C 0.528417 3.586680 -2.938001  -0.143
C -2.039258 4.504551 -0.141227  -0.718
C -2.949564 3.650049 0.742869  -0.165
C -2.189930 5.962066 0.278067  -0.126
C -2.516056 4.353448 -1.584141  -0.140
H 0.501239 4.450878 3.914579  0.088
H 0.014257 3.005979 3.034070  0.059
H -0.994055 4.466830 2.975927  0.057
H 2.610881 4.289225 2.973127  0.091
H 2.958603 4.737952 1.307755  0.065
H 2.438632 3.095896 1.680651  0.002
H 1.389053 6.469819 2.732931  0.083
H -0.161864 6.580510 1.909213  0.048
H 1.336161 6.601964 0.977785  0.059
H 2.973212 4.585224 -0.732458  0.057
H 3.036298 4.362720 -2.481289  0.082
H 2.682384 2.997881 -1.408283  0.023
H 1.284549 6.480679 -1.196187  0.060
H -0.213270 6.158195 -2.077371  0.050
H 1.335120 6.153193 -2.926809  0.079
H 0.564080 2.509521 -2.755768  0.072
H 1.186117 3.790800 -3.791990  0.080
H -0.485595 3.844758 -3.235022  0.050
H -2.639055 3.673151 1.792431  0.054
H -2.980653 2.605351 0.426924  0.020
H -3.975520 4.036796 0.695106  0.087
H -2.083111 6.078139 1.357017  0.060
H -3.198840 6.310000 0.016992  0.079
H -1.472382 6.626018 -0.207254  0.064
H -2.372368 3.340395 -1.965752  0.077
H -2.009674 5.050318 -2.256309  0.056
H -3.591228 4.568450 -1.633544  0.082
N -0.683277 -3.473889 -0.330657  0.045
C -0.647814 -4.633555 -0.353052  -0.241
C -0.615997 -6.033616 -0.403608  -0.315
C 0.446157 -6.693469 -1.051566  -0.281
N 1.309488 -7.249002 -1.585411  0.085
C -1.679086 -6.784849 0.133186  -0.282
N -2.549171 -7.412510 0.566750  0.084

Cartesian forces (eV/Å) of the 3 atoms listed first:
-0.297 -0.030 -0.020
0.071 -0.005 0.006
-0.015 0.053 0.024

- Multiplicity: 1
- Net charge: -2
- Lowest unoccupied orbital energy: 3.526 eV
- Energy relative to the best compared isomer or geometry (same formula, charge and spin): 0.242 eV
- HOMO-LUMO gap: 0.208 hartree

no.,maximum force (eV Å⁻¹)
1,6.1
2,3.4
3,0.3